## w
Density functional theory data (the ωB97M-V functional and the def2-TZVPD basis) for C3H3N3 as an isolated structure.

Output
HOMO energy, eV: -8.77
M, g mol⁻¹: 81.08

```
! wB97M-V def2-TZVPD RIJCOSX def2/J DEFGRID3
* xyz 0 1
N 1.256 -0.408 -0.411
C -0.105 -0.084 -0.202
C -0.351 1.126 0.303
N -0.480 2.211 0.849
C -1.185 -1.001 -0.276
N -2.065 -1.757 -0.312
H 1.485 -1.386 -0.310
H 1.658 0.013 -1.234
H -0.213 1.285 1.593
*
```

## x
Density functional theory data (the ωB97M-V functional and the def2-TZVPD basis) for one molecule with the formula C3H3N3.

Output
SMILES string: N#CC(N)C#N
HOMO energy, eV: -11.17
M, g mol⁻¹: 81.08

```
! wB97M-V def2-TZVPD RIJCOSX def2/J DEFGRID3
* xyz 0 1
N -0.674 -1.098 -0.133
C 0.087 0.032 0.343
C 1.504 -0.129 -0.055
N 2.604 -0.289 -0.368
C -0.392 1.372 -0.094
N -0.787 2.402 -0.442
H -1.492 -1.285 0.424
H -0.911 -1.030 -1.115
H 0.061 0.026 1.439
*
```

According to the calculations, the structures order from most to least stable as x, w.

## w
Density functional theory data (the ωB97M-V functional and the def2-TZVPD basis) for one molecule with the formula C3H3N3.

Output
HOMO energy (alpha / beta), eV: -10.76 / -8.26
M, g mol⁻¹: 81.08

```
! wB97M-V def2-TZVPD RIJCOSX def2/J DEFGRID3
* xyz 0 1
N -0.117 -0.278 -1.247
C 0.503 0.311 0.595
C -0.547 0.794 -0.299
N -1.370 1.689 -0.305
C 0.261 -0.609 1.651
N 0.048 -1.401 2.473
H 0.350 -0.030 -2.118
H -0.706 -1.105 -1.329
H 1.503 0.739 0.536
*
```

## x
Density functional theory data (the ωB97M-V functional and the def2-TZVPD basis) for one molecule with the formula C3H3N3.

Output
HOMO energy, eV: -8.73
M, g mol⁻¹: 81.08

```
! wB97M-V def2-TZVPD RIJCOSX def2/J DEFGRID3
* xyz 0 1
C -1.343 0.288 0.294
C -4.874 -1.170 0.018
C 0.055 0.040 0.049
N -4.381 -0.115 -0.039
N -3.612 0.953 -0.050
N -2.404 0.681 -0.017
H 0.582 0.994 0.039
H 0.471 -0.573 0.847
H 0.212 -0.459 -0.908
*
```

## y
Density functional theory data (the ωB97M-V functional and the def2-TZVPD basis) for C3H3N3 as an isolated structure.

Output
HOMO energy, eV: -10.45
M, g mol⁻¹: 81.08

```
! wB97M-V def2-TZVPD RIJCOSX def2/J DEFGRID3
* xyz 0 1
C 0.725 0.017 -0.172
C -0.310 1.033 -0.018
C -1.224 -0.659 0.048
H 2.251 -0.745 -0.251
H 0.180 2.048 0.083
H -2.088 -1.452 0.261
N 2.003 0.173 0.129
N -1.530 0.672 -0.034
N -0.006 -1.087 -0.045
*
```

According to the calculations, the structures order from most to least stable as y, w, x.

## w
Density functional theory data (the ωB97M-V functional and the def2-TZVPD basis) for a 3-piece molecular cluster, C3H3N3 overall.

Output
SMILES string: C#C.C#N.N#N
HOMO energy, eV: -11.05
M, g mol⁻¹: 81.08

```
! wB97M-V def2-TZVPD RIJCOSX def2/J DEFGRID3
* xyz 0 1
C -1.245 -1.488 -0.252
C -0.305 1.528 -1.241
N 0.659 2.130 -1.048
N 2.383 1.195 1.280
N 1.801 0.363 1.706
C -0.509 -1.543 0.698
H -1.905 -1.470 -1.093
H -1.195 0.959 -1.408
H 0.148 -1.590 1.541
*
```

## x
Density functional theory data (the ωB97M-V functional and the def2-TZVPD basis) for C3H3N3 as an isolated structure.

Output
HOMO energy, eV: -10.49
M, g mol⁻¹: 81.08

```
! wB97M-V def2-TZVPD RIJCOSX def2/J DEFGRID3
* xyz 0 1
C 0.000 0.574 0.301
C 1.274 0.050 -0.266
N 1.165 -1.205 -0.012
N 0.000 -0.957 0.797
N -1.164 -1.206 -0.012
C -1.273 0.050 -0.265
H -0.001 1.576 0.756
H 2.148 0.559 -0.651
H -2.148 0.559 -0.647
*
```

According to the calculations, the structures order from most to least stable as w, x.

## w
Density functional theory data (the ωB97M-V functional and the def2-TZVPD basis) for one molecule with the formula C2H2F2.

Output
SMILES string: F/C=C/F
HOMO energy, eV: -8.93
M, g mol⁻¹: 64.03

```
! wB97M-V def2-TZVPD RIJCOSX def2/J DEFGRID3
* xyz 0 1
C 0.658 0.400 0.012
C -0.687 -0.497 -0.047
F 1.864 -0.209 -0.022
F -1.791 0.309 -0.016
H 0.617 1.549 -0.066
H -0.660 -1.552 0.140
*
```

## x
Density functional theory data (the ωB97M-V functional and the def2-TZVPD basis) for one molecule with the formula C2H2F2.

Output
SMILES string: F/C=C/F
HOMO energy, eV: -9.89
M, g mol⁻¹: 64.03

```
! wB97M-V def2-TZVPD RIJCOSX def2/J DEFGRID3
* xyz 0 1
C 0.391 0.534 -0.199
C -0.359 -0.537 0.288
H -0.085 1.489 -0.553
H 0.089 -1.354 0.863
F 1.744 0.510 -0.176
F -1.766 -0.523 0.082
*
```

According to the calculations, the structures order from most to least stable as x, w.

## w
Density functional theory data (the ωB97M-V functional and the def2-TZVPD basis) for C32H34As2BF6N3O3RuS2 as an isolated structure.

Output
HOMO energy (alpha / beta), eV: -1.51 / -2.28
M, g mol⁻¹: 948.49

```
! wB97M-V def2-TZVPD RIJCOSX def2/J DEFGRID3
* xyz -2 5
Ru -0.358 -2.001 -1.186
S -0.037 -4.657 -1.672
C 1.219 -4.131 -2.711
S 1.500 -2.418 -2.783
C 1.989 -5.009 -3.470
C 1.787 -6.418 -3.430
N 1.671 -7.567 -3.423
C 3.036 -4.561 -4.325
N 3.891 -4.246 -5.035
C -3.593 0.081 -0.369
As -3.735 -1.303 -1.681
C -5.228 -2.408 -1.223
C -4.177 -0.398 -3.317
O -2.398 -2.247 -1.972
H -4.540 0.621 -0.341
H -2.778 0.741 -0.661
H -3.377 -0.356 0.601
H -6.140 -1.813 -1.192
H -5.036 -2.852 -0.248
H -5.308 -3.190 -1.976
H -5.068 0.219 -3.200
H -4.330 -1.144 -4.094
H -3.321 0.223 -3.581
N -0.029 -2.805 0.980
H 0.637 -3.557 0.834
H -0.908 -3.227 1.268
H 0.285 -2.215 1.743
C -0.341 0.174 -1.423
C 0.004 1.237 -2.026
C 0.374 2.368 -2.654
C 1.665 2.371 -3.380
C 1.913 3.238 -4.450
C 3.108 3.193 -5.153
C 4.088 2.268 -4.822
C 3.849 1.386 -3.774
C 2.665 1.444 -3.060
C -0.505 3.544 -2.578
C -0.012 4.857 -2.584
C -0.859 5.948 -2.464
C -2.230 5.774 -2.327
C -2.737 4.480 -2.309
C -1.892 3.390 -2.438
H 1.149 3.944 -4.753
H 3.264 3.876 -5.981
H 5.015 2.222 -5.380
H 4.584 0.635 -3.515
H 2.494 0.742 -2.252
H 1.055 5.018 -2.662
H -0.438 6.947 -2.465
H -2.890 6.627 -2.230
H -3.803 4.316 -2.199
H -2.300 2.386 -2.432
F -3.061 -2.506 1.123
As -3.713 -2.811 2.724
F -2.456 -1.810 3.392
F -4.726 -1.407 2.537
F -4.362 -3.097 4.300
F -4.957 -3.791 2.005
F -2.673 -4.194 2.857
C 3.684 -1.282 5.163
C 3.012 0.095 5.272
C 4.064 1.189 5.042
C 2.470 0.245 6.693
C 1.913 0.208 4.214
C 0.575 0.405 4.542
C -0.435 0.481 3.577
C -0.057 0.358 2.265
O -0.828 0.371 1.139
B 0.065 0.142 0.061
O 1.387 0.055 0.564
C 1.275 0.167 1.918
C 2.269 0.085 2.861
H 4.474 -1.380 5.913
H 4.131 -1.433 4.180
H 2.954 -2.077 5.323
H 4.861 1.113 5.787
H 3.610 2.179 5.120
H 4.516 1.106 4.053
H 3.294 0.155 7.406
H 1.739 -0.531 6.926
H 2.000 1.218 6.843
H 0.281 0.484 5.579
H -1.475 0.588 3.850
H 3.292 -0.077 2.546
*
```

## x
Density functional theory data (the ωB97M-V functional and the def2-TZVPD basis) for C32H34As2BF6N3O3RuS2 as an isolated structure.

Output
HOMO energy (alpha / beta), eV: -1.99 / -2.88
M, g mol⁻¹: 948.49

```
! wB97M-V def2-TZVPD RIJCOSX def2/J DEFGRID3
* xyz -2 5
Ru -0.935 -0.333 1.984
S -2.245 0.108 3.956
C -3.612 -0.427 3.017
S -3.177 -1.032 1.461
C -4.918 -0.317 3.466
C -5.229 0.227 4.745
N -5.513 0.679 5.768
C -6.023 -0.733 2.668
N -6.940 -1.068 2.054
C 2.136 -3.019 -0.008
As 2.368 -1.710 1.378
C 3.644 -2.335 2.665
C 3.196 -0.221 0.480
O 1.027 -1.219 2.232
H 2.438 -3.998 0.353
H 2.731 -2.696 -0.862
H 1.079 -3.058 -0.259
H 4.571 -2.629 2.173
H 3.192 -3.182 3.172
H 3.828 -1.523 3.368
H 4.064 -0.589 -0.070
H 3.502 0.542 1.190
H 2.465 0.190 -0.213
N 1.354 0.126 5.011
H 0.865 -0.761 5.108
H 0.669 0.819 5.299
H 1.421 0.220 4.000
C -0.258 1.336 0.831
C 0.521 2.336 0.831
C 1.347 3.397 0.866
C 2.667 3.167 1.515
C 3.880 3.533 0.927
C 5.089 3.229 1.537
C 5.116 2.554 2.753
C 3.918 2.197 3.359
C 2.713 2.510 2.748
C 0.959 4.696 0.318
C 1.680 5.867 0.591
C 1.286 7.091 0.071
C 0.158 7.192 -0.730
C -0.575 6.041 -0.999
C -0.182 4.817 -0.492
H 3.868 4.037 -0.032
H 6.018 3.507 1.053
H 6.062 2.312 3.222
H 3.909 1.669 4.305
H 1.777 2.235 3.216
H 2.549 5.817 1.234
H 1.864 7.978 0.306
H -0.151 8.149 -1.132
H -1.465 6.100 -1.616
H -0.759 3.925 -0.709
F -0.581 -3.976 1.003
As -0.290 -4.976 2.394
F -1.893 -5.613 2.310
F 0.283 -6.240 1.333
F 0.058 -5.976 3.772
F 1.371 -4.373 2.456
F -0.787 -3.679 3.409
C -3.182 -3.616 -5.294
C -3.019 -2.092 -5.215
C -4.416 -1.485 -5.063
C -2.404 -1.581 -6.526
C -2.098 -1.707 -4.054
C -0.885 -2.376 -3.884
C 0.003 -2.069 -2.854
C -0.361 -1.060 -1.995
O 0.303 -0.574 -0.902
B -0.560 0.409 -0.338
O -1.684 0.567 -1.185
C -1.552 -0.372 -2.157
C -2.433 -0.674 -3.172
H -3.884 -3.872 -6.093
H -3.570 -4.010 -4.354
H -2.241 -4.121 -5.510
H -5.056 -1.841 -5.873
H -4.393 -0.395 -5.116
H -4.872 -1.772 -4.114
H -3.041 -1.839 -7.378
H -1.418 -2.020 -6.688
H -2.288 -0.496 -6.496
H -0.615 -3.175 -4.563
H 0.926 -2.618 -2.723
H -3.365 -0.131 -3.235
*
```

According to the calculations, the structures order from most to least stable as w, x.

## w
Density functional theory data (the ωB97M-V functional and the def2-TZVPD basis) for a 3-piece molecular cluster, C3H12O3 overall.

Output
SMILES string: CC(C)O.O.O
HOMO energy, eV: -10.29
M, g mol⁻¹: 96.13

```
! wB97M-V def2-TZVPD RIJCOSX def2/J DEFGRID3
* xyz 0 1
C 1.231 0.619 -1.806
C 0.528 1.087 -0.538
C 1.484 1.921 0.328
O 0.061 -0.006 0.226
H 0.567 0.081 -2.485
H 1.943 -0.139 -1.557
H 1.710 1.485 -2.252
H -0.295 1.745 -0.821
H 2.195 2.536 -0.229
H 2.068 1.258 0.957
H 0.930 2.633 0.943
H 0.597 -0.804 0.180
H -1.358 -0.015 1.421
H -1.904 -1.323 1.725
O -2.010 -0.417 2.035
H -0.887 -3.556 -0.206
H -1.686 -2.378 -0.882
O -0.913 -2.610 -0.361
*
```

## x
Density functional theory data (the ωB97M-V functional and the def2-TZVPD basis) for a 3-piece molecular cluster, C3H12O3 overall.

Output
SMILES string: CO.CO.CO
HOMO energy, eV: -9.62
M, g mol⁻¹: 96.13

```
! wB97M-V def2-TZVPD RIJCOSX def2/J DEFGRID3
* xyz 0 1
C 14.787 10.633 -0.369
O 14.085 9.504 0.079
H 14.287 11.561 -0.093
H 15.770 10.840 0.053
H 14.837 10.709 -1.455
H 13.791 9.643 0.982
C 15.760 13.724 -0.269
O 15.217 13.077 0.849
H 15.772 14.789 -0.037
H 16.770 13.320 -0.337
H 15.134 13.557 -1.146
H 15.913 13.070 1.510
C 12.441 12.880 0.015
O 13.367 13.840 -0.426
H 11.434 13.207 -0.244
H 12.736 11.896 -0.349
H 12.639 12.780 1.083
H 14.230 13.452 -0.262
*
```

According to the calculations, the structures order from most to least stable as w, x.